Arrangement one

ORCA calculation (ωB97M-V/def2-TZVPD) on a structure of composition C3H5NO4.

Geometry (Å):
C: 1.03 0.19 1.00
C: 0.11 -1.04 0.05
C: -1.14 -0.34 -0.33
H: 2.23 0.27 -0.25
H: 0.49 -1.45 -0.90
H: -0.08 -1.98 0.80
H: -1.87 -0.61 0.67
H: -1.45 -0.59 -1.70
N: -0.71 1.30 -0.54
O: 2.34 0.31 0.77
O: 0.38 0.45 2.03
O: -1.75 1.84 -0.66
O: 0.40 1.64 -0.94

For the lowest unoccupied orbital energy, the calculation gives -0.33 eV. As for the spin multiplicity: 1. As for the charge: 0. Its HOMO energy is -10.349 eV.

Arrangement two

ORCA calculation (ωB97M-V/def2-TZVPD) on a cluster of 2 separate species, C3H5NO4 in total.

Geometry (Å):
C: 1.10 -0.80 -1.00
C: -0.31 1.89 0.94
C: 0.31 0.33 -0.67
N: -0.60 -2.09 0.08
O: -0.87 -2.97 -0.70
O: 1.16 -1.40 -2.05
O: -0.81 -1.81 1.25
O: 0.59 0.95 0.43
H: 1.98 -0.83 -0.39
H: -0.39 1.79 2.05
H: -1.32 1.41 0.62
H: -0.16 2.87 0.61
H: -0.68 0.67 -1.16

For the lowest unoccupied orbital energy (spin up / spin down), the calculation gives -0.71 / -1.39 eV. As for the spin multiplicity: 1. As for the charge: 0. Its HOMO energy (spin up / spin down) is -9.612 / -8.343 eV.

Preferred: arrangement two; penalty for the next structure: 0.0097 hartree.

Arrangement one

ORCA calculation (ωB97M-V/def2-TZVPD) on the molecule C3H5NO4.

Geometry (Å):
O: 1.90 1.97 0.51
C: 1.21 1.12 0.07
N: 1.45 -0.26 0.41
O: 0.81 -1.27 -0.31
C: -0.62 -1.42 -0.05
O: -1.39 -0.44 -0.81
C: -1.17 0.81 -0.29
O: 0.09 1.27 -0.67
H: 2.44 -0.53 0.47
H: -0.87 -2.44 -0.39
H: -0.81 -1.21 0.99
H: -1.89 1.51 -0.70
H: -1.14 0.88 0.77

For the lowest unoccupied orbital energy, the calculation gives 0.84 eV. As for the spin multiplicity: 1. Its structure (SMILES) is O=C1NOCOCO1. As for the charge: 0. Its HOMO energy is -9.972 eV.

Arrangement two

ORCA calculation (ωB97M-V/def2-TZVPD) on the molecule C3H5NO4.

Geometry (Å):
O: 2.30 0.04 -0.41
C: 1.24 0.05 0.14
O: 0.72 -0.70 1.20
C: 0.40 1.23 -0.35
O: -0.94 1.36 0.21
C: -1.85 0.30 0.23
N: -1.64 -0.90 -0.20
O: -0.38 -1.15 -0.76
H: 1.38 -1.44 1.33
H: 0.85 2.12 -0.10
H: 0.16 1.27 -1.46
H: -2.77 0.50 0.72
H: -0.53 -2.05 -1.03

For the lowest unoccupied orbital energy, the calculation gives 0.57 eV. As for the spin multiplicity: 1. Its structure (SMILES) is O=C(O)CO/C=N\O. As for the charge: 0. Its HOMO energy is -9.437 eV.

Preferred: arrangement one; penalty for the next structure: 0.0297 hartree.

Arrangement one

ORCA calculation (ωB97M-V/def2-TZVPD) on a cluster of 2 separate species, H3INP in total.

Geometry (Å):
N: -0.12 -0.42 0.15
P: -0.14 -0.09 -1.52
I: -3.59 1.04 -1.22
H: -0.37 0.30 0.90
H: -0.63 -1.25 0.13
H: -0.25 1.41 -1.37

For the lowest unoccupied orbital energy (spin up / spin down), the calculation gives -1.56 / -2.69 eV. As for the spin multiplicity: 1. As for the charge: 0. Its HOMO energy (spin up / spin down) is -9.029 / -8.185 eV.

Arrangement two

ORCA calculation (ωB97M-V/def2-TZVPD) on a structure of composition H3INP.

Geometry (Å):
N: -0.02 -0.08 0.74
P: 0.77 -0.03 -0.73
I: 0.28 1.71 1.91
H: -1.35 -0.33 0.78
H: 0.76 -1.51 -1.14
H: -0.43 0.24 -1.56

For the lowest unoccupied orbital energy, the calculation gives -1.00 eV. As for the spin multiplicity: 1. As for the charge: 0. Its HOMO energy is -9.244 eV.

Preferred: arrangement one; penalty for the next structure: 0.0455 hartree.

Arrangement one

ORCA calculation (ωB97M-V/def2-TZVPD) on a cluster of 4 separate species, C3H15NO3 in total.

Geometry (Å):
C: -1.37 1.30 1.08
C: -1.07 0.01 0.37
C: -2.37 -0.77 0.25
N: -0.39 0.08 -0.92
H: -1.84 1.07 2.06
H: -0.42 1.81 1.34
H: -1.99 1.87 0.33
H: -0.40 -0.71 0.95
H: -2.17 -1.77 -0.16
H: -2.83 -0.85 1.27
H: -3.13 -0.38 -0.42
H: 0.57 0.37 -0.74
H: -0.86 0.67 -1.55
O: 2.04 1.64 0.36
H: 2.51 2.32 -0.06
H: 2.03 1.80 1.24
O: 0.74 -2.87 -3.88
H: 0.34 -2.12 -3.40
H: 1.45 -2.21 -4.45
O: 1.71 0.47 2.83
H: 1.46 0.34 1.95
H: 0.92 0.18 3.36

For the lowest unoccupied orbital energy, the calculation gives 0.58 eV. As for the spin multiplicity: 1. Its structure (SMILES) is CC(C)N.O.O.O. As for the charge: 0. Its HOMO energy is -9.262 eV.

Arrangement two

ORCA calculation (ωB97M-V/def2-TZVPD) on a cluster of 4 separate species, C3H15NO3 in total.

Geometry (Å):
C: 2.05 -0.24 -0.17
C: 1.87 1.13 -0.74
C: 0.43 1.37 -1.31
N: 0.29 1.83 -2.72
H: 1.29 -0.34 0.62
H: 2.99 -0.46 0.32
H: 1.81 -0.97 -0.95
H: 2.00 1.96 -0.04
H: 2.58 1.41 -1.53
H: -0.02 2.11 -0.65
H: -0.08 0.42 -1.19
H: 0.91 2.62 -2.89
H: -0.63 2.26 -2.70
O: -0.86 -3.19 -1.03
H: 0.04 -3.14 -0.73
H: -0.97 -2.29 -1.41
O: -1.16 0.35 5.08
H: -0.33 0.65 4.72
H: -1.40 1.02 5.74
O: -3.73 -1.82 0.34
H: -4.23 -2.58 0.67
H: -2.84 -2.10 0.56

For the lowest unoccupied orbital energy, the calculation gives 0.53 eV. As for the spin multiplicity: 1. Its structure (SMILES) is CCCN.O.O.O. As for the charge: 0. Its HOMO energy is -9.610 eV.

Preferred: arrangement two; penalty for the next structure: 0.0151 hartree.

Arrangement one

ORCA calculation (ωB97M-V/def2-TZVPD) on a cluster of 2 separate species, C30H34N2O3S in total.

Geometry (Å):
C: 2.83 -2.26 -0.57
N: 2.10 -1.77 0.57
C: 2.78 -1.49 1.73
O: 3.96 -1.74 1.95
C: 1.82 -0.78 2.67
C: 2.26 0.66 2.91
C: 2.44 1.41 1.61
C: 3.65 1.31 0.91
C: 3.81 1.95 -0.32
C: 2.77 2.73 -0.84
C: 1.58 2.87 -0.13
C: 1.43 2.23 1.11
N: 0.54 -0.89 1.95
C: -0.53 -0.21 2.38
C: -1.68 0.02 1.61
C: -2.94 0.08 2.21
C: -4.18 -0.07 1.51
C: -5.36 -0.39 2.24
C: -6.55 -0.66 1.58
C: -6.62 -0.59 0.18
C: -5.47 -0.26 -0.55
C: -4.26 0.00 0.09
C: 0.65 -1.63 0.67
C: -0.11 -3.02 0.55
C: 0.48 -3.99 1.58
C: 0.05 -3.55 -0.87
C: -1.60 -2.88 0.80
H: 3.83 -1.81 -0.56
H: 2.95 -3.35 -0.53
H: 2.32 -1.98 -1.49
H: 1.76 -1.36 3.61
H: 1.53 1.16 3.56
H: 3.22 0.60 3.44
H: 4.46 0.70 1.32
H: 4.76 1.84 -0.86
H: 2.90 3.23 -1.80
H: 0.76 3.47 -0.52
H: 0.51 2.35 1.69
H: -0.47 0.16 3.41
H: -1.59 0.15 0.53
H: -2.98 0.08 3.29
H: -5.29 -0.46 3.33
H: -7.44 -0.92 2.16
H: -7.56 -0.79 -0.33
H: -5.52 -0.19 -1.64
H: -3.37 0.25 -0.49
H: 0.30 -0.98 -0.16
H: 0.35 -3.60 2.60
H: -0.05 -4.95 1.52
H: 1.54 -4.18 1.41
H: -0.22 -2.77 -1.60
H: 1.06 -3.90 -1.08
H: -0.63 -4.40 -1.03
H: -2.06 -2.17 0.10
H: -2.08 -3.86 0.64
H: -1.82 -2.59 1.83
C: -7.34 2.14 7.03
C: -6.74 3.39 6.82
C: -5.39 3.45 6.45
C: -4.67 2.27 6.27
S: -2.87 2.35 5.80
O: -2.16 2.16 7.06
O: -2.62 1.32 4.79
C: -5.24 1.04 6.50
C: -6.59 0.96 6.87
H: -8.39 2.08 7.33
H: -7.32 4.30 6.94
H: -4.89 4.41 6.30
H: -4.64 0.13 6.40
H: -7.05 -0.02 7.03

For the lowest unoccupied orbital energy, the calculation gives -1.98 eV. As for the spin multiplicity: 1. As for the charge: 0. Its HOMO energy is -5.704 eV.

Arrangement two

ORCA calculation (ωB97M-V/def2-TZVPD) on the molecule C30H34N2O3S.

Geometry (Å):
C: -0.06 -6.80 1.20
C: 0.44 -5.58 0.49
C: 0.35 -5.47 -0.90
C: 0.84 -4.36 -1.55
C: 1.42 -3.32 -0.83
S: 1.97 -1.91 -1.76
C: 3.51 -1.39 -0.92
C: 3.57 0.13 -0.76
C: 4.89 0.55 -0.09
C: 4.93 2.05 0.05
C: 5.35 2.84 -1.01
C: 5.34 4.22 -0.91
C: 4.89 4.83 0.25
C: 4.47 4.04 1.31
C: 4.49 2.67 1.21
N: 2.41 0.65 -0.03
C: 1.66 1.73 -0.64
C: 0.31 1.27 -1.20
C: -0.77 1.15 -0.12
N: -2.02 0.75 -0.73
C: -3.08 1.58 -0.85
O: -3.12 2.71 -0.41
O: -4.07 0.98 -1.54
C: -5.28 1.72 -1.70
C: -6.28 1.36 -0.63
C: -7.34 0.50 -0.90
C: -8.24 0.16 0.10
C: -8.08 0.67 1.37
C: -7.03 1.52 1.65
C: -6.13 1.87 0.66
C: -0.40 0.16 0.98
C: 0.81 0.60 1.81
C: 2.12 0.16 1.19
O: 2.83 -0.65 1.76
C: 1.50 -3.40 0.55
C: 1.01 -4.53 1.19
H: 0.78 -7.47 1.41
H: -0.78 -7.34 0.59
H: -0.52 -6.53 2.15
H: -0.10 -6.27 -1.47
H: 0.77 -4.28 -2.63
H: 3.57 -1.89 0.04
H: 4.34 -1.72 -1.55
H: 3.53 0.57 -1.76
H: 5.72 0.20 -0.69
H: 4.94 0.08 0.89
H: 5.70 2.37 -1.92
H: 5.68 4.82 -1.74
H: 4.88 5.90 0.33
H: 4.13 4.51 2.22
H: 4.16 2.06 2.04
H: 2.26 2.15 -1.44
H: 1.50 2.53 0.10
H: -0.03 2.00 -1.94
H: 0.44 0.31 -1.70
H: -0.96 2.13 0.31
H: -2.08 -0.15 -1.18
H: -5.66 1.46 -2.69
H: -5.05 2.79 -1.65
H: -7.46 0.10 -1.90
H: -9.06 -0.50 -0.13
H: -8.79 0.40 2.15
H: -6.90 1.92 2.65
H: -5.31 2.53 0.87
H: -1.26 0.06 1.64
H: -0.20 -0.82 0.55
H: 0.80 1.69 1.96
H: 0.77 0.13 2.79
H: 1.92 -2.61 1.14
H: 1.09 -4.59 2.27

For the lowest unoccupied orbital energy, the calculation gives 0.63 eV. As for the spin multiplicity: 1. Its structure (SMILES) is Cc1ccc(SC[C@H](Cc2ccccc2)N2CC[C@@H](NC(=O)OCc3ccccc3)CCC2=O)cc1. As for the charge: 0. Its HOMO energy is -8.061 eV.

Preferred: arrangement two; penalty for the next structure: 0.1690 hartree.